Formula: C35H41IN4O2Ru
Source: the OMol25 dataset
Level of theory: the ωB97M-V functional and the def2-TZVPD basis

Element x y z (Å)
Ru (-0.12911, -1.00410, -0.37881)
C (-0.22335, -2.18933, -4.81779)
C (-0.61475, -0.79311, -4.49390)
N (-1.21427, -0.05744, -5.39660)
C (-1.57711, 1.19046, -5.12383)
C (-1.38907, 1.80872, -3.87153)
C (-1.86236, 3.23626, -3.66091)
O (-0.83447, 4.10490, -3.21829)
C (-0.77721, 1.08028, -2.86347)
C (-0.48324, 1.71368, -1.58132)
N (-0.30783, 1.08976, -0.46419)
C (0.02111, 1.74233, 0.71526)
C (-0.20654, 3.09364, 0.92058)
C (0.15633, 3.73860, 2.08722)
C (0.75075, 3.01299, 3.15734)
C (0.97220, 1.69247, 3.05115)
C (0.65072, 0.88031, 1.81923)
I (2.06324, -1.98764, 1.15998)
C (-0.34459, -0.26078, -3.16422)
O (0.26383, -1.00069, -2.32656)
H (-0.84560, -2.56923, -5.62449)
H (-0.28867, -2.83690, -3.94686)
H (0.81508, -2.19335, -5.16391)
H (-2.01877, 1.73820, -5.94944)
H (-2.62982, 3.24602, -2.88453)
H (-2.32524, 3.59879, -4.58045)
H (-0.31115, 4.40850, -3.96805)
H (-0.36754, 2.79079, -1.61730)
H (-0.70116, 3.66360, 0.14437)
H (-0.03818, 4.79562, 2.19988)
H (0.99544, 3.52952, 4.07564)
H (1.34941, 1.12992, 3.89741)
C (-2.65105, -2.04665, -1.14167)
C (-3.52654, -1.34813, -0.09715)
C (-3.51953, 0.18441, -0.16602)
C (-3.26279, -1.88193, 1.29871)
C (-4.31658, -2.53159, 1.92407)
C (-4.18903, -3.07729, 3.19011)
C (-2.96338, -3.03580, 3.82106)
C (-1.86836, -2.40130, 3.24482)
C (-0.52756, -2.54022, 3.94684)
C (-0.50955, -1.92427, 5.34909)
C (-0.14071, -4.02597, 4.01219)
C (-2.04096, -1.76695, 1.99651)
N (-0.99022, -0.92517, 1.47723)
C (-0.41699, -0.10884, 2.26762)
C (2.01854, 0.27581, 1.24734)
C (3.28090, 0.70353, 1.92984)
C (4.10431, 1.14292, 0.97895)
C (3.41409, 0.97717, -0.31794)
N (2.22296, 0.50344, -0.16347)
C (4.07204, 1.19408, -1.64618)
C (4.53525, 2.64790, -1.78993)
C (3.12687, 0.82746, -2.79010)
C (5.29065, 0.24591, -1.66338)
H (-2.72439, -1.55189, -2.11060)
H (-2.95461, -3.08700, -1.25491)
H (-1.57953, -2.12418, -0.84184)
H (-4.54388, -1.65498, -0.34478)
H (-2.65242, 0.61828, 0.32623)
H (-4.40641, 0.57289, 0.33401)
H (-3.54487, 0.52392, -1.20480)
H (-5.26287, -2.61244, 1.40433)
H (-5.03771, -3.54953, 3.66574)
H (-2.84974, -3.51131, 4.78658)
H (0.23880, -2.04074, 3.35970)
H (-1.29138, -2.34779, 5.97922)
H (-0.65360, -0.84112, 5.32626)
H (0.45001, -2.12822, 5.82531)
H (-0.72928, -4.55288, 4.76299)
H (0.91146, -4.13040, 4.28196)
H (-0.29692, -4.51824, 3.05120)
H (-0.74991, -0.02635, 3.30050)
H (3.46042, 0.64774, 2.99114)
H (5.09076, 1.55869, 1.11492)
H (3.67961, 3.32311, -1.84368)
H (5.11202, 2.74637, -2.70932)
H (5.16917, 2.96344, -0.96000)
H (2.29496, 1.53483, -2.84519)
H (2.72222, -0.17518, -2.65189)
H (3.66847, 0.85481, -3.73541)
H (6.05311, 0.54682, -0.94505)
H (5.74307, 0.26264, -2.65516)
H (4.99304, -0.78261, -1.44765)

Summary:
HOMO energy (spin up / spin down)	-13.0 / -14.0	eV
net charge	+2
multiplicity	5
orbital gap (spin up / spin down)	6.600 / 5.283	eV
largest force on an atom	0.9	eV Å⁻¹

Formula: C35H41LuN9SSi
Source: the OMol25 dataset
Level of theory: the ωB97M-V functional and the def2-TZVPD basis

Element x y z (Å)
Lu (-0.31108, -0.15574, 0.09276)
C (0.92399, -1.62576, 3.00878)
N (1.55679, -0.65157, 2.10240)
C (1.77143, 0.59646, 2.84462)
C (2.03601, 1.74270, 1.91589)
C (2.94818, 2.74097, 2.21441)
C (3.01002, 3.85278, 1.39058)
C (2.14480, 3.93525, 0.31188)
C (1.27657, 2.88405, 0.08157)
N (1.24365, 1.78935, 0.84440)
C (2.87722, -1.14101, 1.66057)
C (2.93007, -1.99418, 0.41651)
C (4.06580, -2.76699, 0.18575)
C (4.15126, -3.49744, -0.98229)
C (3.09603, -3.44396, -1.88491)
C (2.01185, -2.65132, -1.57080)
N (1.92925, -1.93233, -0.44591)
C (0.47562, -2.84905, 2.26729)
C (0.66534, -4.12604, 2.77382)
C (0.21289, -5.20576, 2.03558)
C (-0.40889, -4.96713, 0.81975)
C (-0.56816, -3.65932, 0.40238)
N (-0.13256, -2.61342, 1.10873)
H (0.05344, -1.15152, 3.46498)
H (1.60723, -1.89895, 3.82271)
H (2.57757, 0.49584, 3.58194)
H (0.85826, 0.82167, 3.39926)
H (3.57593, 2.65559, 3.09159)
H (3.70835, 4.65221, 1.60051)
H (2.13191, 4.79764, -0.33946)
H (0.57092, 2.91558, -0.73641)
H (3.35102, -1.68723, 2.48602)
H (3.51111, -0.26870, 1.47628)
H (4.86278, -2.79207, 0.91842)
H (5.02084, -4.10870, -1.18475)
H (3.10938, -4.00832, -2.80663)
H (1.16041, -2.58731, -2.24019)
H (1.16027, -4.26371, 3.72612)
H (0.34690, -6.21581, 2.39990)
H (-0.77804, -5.77639, 0.20582)
H (-1.06962, -3.43261, -0.53019)
C (-1.10921, -0.74534, -4.53720)
C (-0.56018, -0.53183, -3.16202)
N (-1.20534, -0.80289, -2.07410)
N (-2.45688, -1.29333, -2.28166)
C (-3.18511, -1.54180, -1.20456)
N (-4.43302, -1.97543, -1.49148)
S (-2.75875, -1.42698, 0.44985)
C (0.79691, 0.04253, -3.03532)
C (1.59292, 0.21727, -4.16612)
C (2.89024, 0.67014, -4.02474)
C (3.37405, 0.92586, -2.75229)
C (2.51574, 0.75522, -1.68494)
N (1.24807, 0.34989, -1.81075)
H (-1.17545, 0.20818, -5.06814)
H (-2.09565, -1.18607, -4.48496)
H (-0.45315, -1.39863, -5.11691)
H (-4.75279, -1.89166, -2.44170)
H (-5.10517, -2.04113, -0.74908)
H (1.19758, -0.01177, -5.14258)
H (3.51769, 0.80789, -4.89563)
H (4.38807, 1.25895, -2.58312)
H (2.86171, 0.94497, -0.67928)
C (-0.69411, 3.42347, 2.85049)
Si (-2.03755, 2.27678, 2.20263)
C (-3.59828, 3.30402, 2.19191)
C (-2.25136, 0.92556, 3.48144)
N (-1.62684, 1.61192, 0.65279)
C (-2.52541, 1.76632, -0.42618)
C (-3.91050, 1.54330, -0.34459)
C (-4.72833, 1.67984, -1.45171)
C (-4.20374, 2.02649, -2.69536)
C (-2.84322, 2.24953, -2.80354)
C (-2.02845, 2.13130, -1.68367)
H (-1.10511, 4.02886, 3.66272)
H (-0.36005, 4.10923, 2.06746)
H (0.18234, 2.91675, 3.25515)
H (-3.52796, 4.04262, 2.99381)
H (-4.49454, 2.70655, 2.36746)
H (-3.74127, 3.84031, 1.25178)
H (-2.59489, 1.34501, 4.43170)
H (-1.32067, 0.39050, 3.69473)
H (-2.98821, 0.19093, 3.14546)
H (-4.33644, 1.22695, 0.59827)
H (-5.79244, 1.50546, -1.34724)
H (-4.85019, 2.13149, -3.55640)
H (-2.41165, 2.53922, -3.75473)
H (-0.96816, 2.34583, -1.77734)

Summary:
HOMO energy	-9.4	eV
net charge	+1
relative energy (zero: lowest compared OMol25 entry of this formula, charge and spin)	14.3	kJ/mol
orbital gap	6.574	eV
largest force on an atom	0.4	eV Å⁻¹

Formula: C35H42AsCsN4O12S
Source: the OMol25 dataset
Level of theory: the ωB97M-V functional and the def2-TZVPD basis

Element x y z (Å)
Cs (0.11299, 1.01208, 0.46065)
C (-0.48123, -3.49943, 3.05484)
O (-0.39257, -4.04055, 1.74654)
C (0.76534, -4.80140, 1.59869)
C (0.84799, -5.37593, 0.19440)
O (1.34045, -4.54110, -0.82623)
C (2.70332, -4.22416, -0.70656)
C (3.03015, -2.91594, 0.02918)
O (3.63559, -2.05050, -0.92031)
C (4.00639, -0.78239, -0.40165)
H (-0.53407, -4.31459, 3.79653)
H (-1.37564, -2.87937, 3.09790)
H (0.38334, -2.86821, 3.27218)
H (0.74100, -5.65031, 2.30630)
H (1.65290, -4.19922, 1.83562)
H (-0.16301, -5.64414, -0.12044)
H (1.46506, -6.28896, 0.24339)
H (3.07553, -4.09215, -1.72520)
H (3.22558, -5.07923, -0.25174)
H (3.74836, -3.10535, 0.84040)
H (2.13184, -2.46019, 0.45373)
H (4.87122, -0.90777, 0.26335)
H (3.22365, -0.23963, 0.14512)
H (4.29209, -0.16770, -1.25548)
O (-4.09856, 2.26073, 2.79935)
C (-3.20301, 1.41141, 2.62594)
O (-3.27362, 0.32106, 2.01816)
C (-1.83426, 1.75816, 3.25853)
C (-1.75659, 2.85131, 4.11900)
C (-0.53568, 3.16294, 4.69221)
C (0.56719, 2.38868, 4.36804)
C (0.40987, 1.33504, 3.47408)
N (-0.77312, 1.01672, 2.95111)
C (1.65428, 0.52250, 3.05007)
O (2.67968, 0.68568, 3.73769)
O (1.51979, -0.21740, 2.04701)
H (-2.66080, 3.40700, 4.32243)
H (-0.44386, 3.99085, 5.38777)
H (1.54291, 2.56266, 4.79933)
C (-0.72032, 4.54820, 0.52137)
O (-1.33955, 4.70138, -0.75866)
C (-1.33681, 3.60288, -1.51871)
O (-1.07220, 2.48060, -1.11792)
N (-1.84466, 3.88551, -2.76177)
N (-1.76351, 2.91921, -3.79281)
H (-0.61278, 5.55496, 0.91550)
H (0.26066, 4.08609, 0.39940)
H (-1.33456, 3.93595, 1.18072)
H (-1.63248, 4.81518, -3.08310)
H (-2.31402, 2.12436, -3.48392)
H (-0.80202, 2.58749, -3.82884)
C (-5.75162, -4.97810, 0.24124)
C (-5.79436, -4.35488, -0.99866)
C (-5.05929, -3.19967, -1.22456)
C (-4.25471, -2.64637, -0.22861)
C (-4.23642, -3.27542, 1.01532)
C (-4.97511, -4.42677, 1.24964)
As (-3.15595, -1.00502, -0.46133)
C (-3.18489, -1.18688, -2.44433)
C (-2.59555, -2.32605, -3.00155)
C (-2.53651, -2.50853, -4.37183)
C (-3.06357, -1.54966, -5.22847)
C (-3.64355, -0.40993, -4.69518)
C (-3.70279, -0.23573, -3.31612)
C (-4.65788, 0.26033, -0.42923)
C (-5.99665, -0.06806, -0.25699)
C (-6.97653, 0.91620, -0.28109)
C (-6.63519, 2.24458, -0.48121)
C (-5.29882, 2.58794, -0.63052)
C (-4.32739, 1.60277, -0.60250)
H (-6.32447, -5.88131, 0.41846)
H (-6.40477, -4.77024, -1.79291)
H (-5.11961, -2.72495, -2.19537)
H (-3.62931, -2.84519, 1.80085)
H (-4.94532, -4.90171, 2.22384)
H (-2.17965, -3.07693, -2.33978)
H (-2.07996, -3.40229, -4.78208)
H (-3.01563, -1.68725, -6.30257)
H (-4.06053, 0.34478, -5.35204)
H (-4.17098, 0.65668, -2.91727)
H (-6.28690, -1.09676, -0.08390)
H (-8.01734, 0.64439, -0.13997)
H (-7.40425, 3.00850, -0.49215)
H (-5.01313, 3.62537, -0.75668)
H (-3.28180, 1.87383, -0.68550)
C (3.33400, 3.13625, -2.62835)
S (1.61007, 2.98008, -2.09311)
O (1.06438, 4.32566, -2.13346)
O (1.02479, 2.10824, -3.12433)
O (1.67140, 2.38308, -0.76942)
H (3.36799, 3.84553, -3.45156)
H (3.64912, 2.14723, -2.95248)
H (3.93488, 3.48098, -1.79083)
N (0.13315, -0.30926, -2.23954)
C (-0.32950, -1.16767, -1.61108)
H (0.49763, 0.53170, -2.68959)

Summary:
HOMO energy	-3.0	eV
net charge	-2
relative energy (zero: lowest compared OMol25 entry of this formula, charge and spin)	143.5	kJ/mol
orbital gap	6.879	eV
largest force on an atom	3.0	eV Å⁻¹

Formula: C35H42BrFeN4O5S
Source: the OMol25 dataset
Level of theory: the ωB97M-V functional and the def2-TZVPD basis

Element x y z (Å)
Fe (-0.84311, 0.38046, -1.32678)
C (-1.62192, 3.96302, 4.78730)
C (-1.24566, 3.01182, 3.67208)
C (-0.29472, 2.04245, 3.82940)
C (0.11462, 1.15696, 2.79771)
C (0.97514, 0.12061, 3.27489)
N (1.74003, -0.77258, 2.74093)
C (2.30001, -0.89854, 1.38181)
C (2.81654, -2.32844, 1.11955)
C (4.22704, -2.39228, 0.50481)
N (4.42867, -1.40402, -0.58069)
C (3.54446, -1.09896, -1.48921)
C (2.48162, -1.92544, -1.85488)
C (2.58117, -3.35135, -2.02858)
C (1.49968, -4.09508, -2.53237)
C (1.72516, -5.51028, -3.00460)
C (0.26033, -3.51745, -2.63742)
C (0.01233, -2.17217, -2.05958)
C (-1.13875, -1.38427, -2.71953)
N (-2.19880, -1.11075, -2.04602)
C (-3.45302, -0.80246, -2.74235)
C (-4.30645, 0.14304, -1.92051)
C (-3.59788, 1.47090, -1.70233)
N (-2.48403, 1.34008, -0.74065)
C (-2.53032, 2.09749, 0.28086)
C (-1.60038, 2.15523, 1.40901)
C (-1.92019, 3.00745, 2.44662)
C (-0.48563, 1.27742, 1.50426)
O (-0.14215, 0.54548, 0.51400)
C (1.24096, -1.29996, -2.02343)
O (1.00755, -0.07035, -1.88290)
H (-0.82798, 4.03896, 5.52858)
H (-2.52539, 3.62680, 5.30249)
H (-1.82148, 4.96331, 4.40150)
H (0.17393, 1.93784, 4.80691)
H (0.97344, 0.03441, 4.35949)
H (2.17948, -1.37490, 3.42652)
H (3.11280, -0.17426, 1.30331)
H (1.53162, -0.61114, 0.67511)
H (2.10708, -2.85643, 0.48793)
H (2.87043, -2.89295, 2.05486)
H (4.44174, -3.40173, 0.16292)
H (4.96898, -2.14444, 1.26135)
H (5.23179, -0.79979, -0.49677)
H (3.64361, -0.11199, -1.93998)
H (3.55239, -3.82919, -1.93630)
H (2.52909, -5.98959, -2.44539)
H (2.00660, -5.52013, -4.05977)
H (0.82255, -6.11012, -2.89266)
H (-0.57459, -4.06251, -3.05746)
H (-1.08891, -1.28136, -3.80981)
H (-3.95765, -1.76120, -2.84950)
H (-3.27980, -0.39986, -3.74871)
H (-4.53866, -0.31859, -0.95682)
H (-5.24748, 0.32557, -2.44002)
H (-4.30039, 2.23406, -1.36492)
H (-3.17006, 1.80128, -2.65061)
H (-3.39613, 2.75743, 0.37374)
H (-2.77073, 3.67478, 2.31376)
C (-2.00320, 4.82887, -2.42987)
C (-0.52890, 4.50184, -2.62305)
S (-0.09737, 2.96560, -1.81243)
O (-0.69961, 1.85396, -2.70433)
C (1.68074, 3.05160, -2.10869)
C (2.37249, 3.60139, -0.86347)
H (-2.23879, 5.76485, -2.93491)
H (-2.25202, 4.94862, -1.37238)
H (-2.63823, 4.05197, -2.86041)
H (0.12538, 5.26091, -2.18381)
H (-0.26660, 4.35446, -3.67339)
H (1.85234, 3.66587, -2.99274)
H (1.96657, 2.02536, -2.31968)
H (2.07732, 4.63111, -0.64819)
H (3.45340, 3.60013, -1.00677)
H (2.13790, 2.99081, 0.01302)
Br (-0.25132, -1.15210, 5.90261)
C (-0.59356, -1.78161, 4.15528)
C (-1.12909, -0.90768, 3.22155)
C (-1.26568, -1.32793, 1.90786)
C (-0.90142, -2.61960, 1.54905)
C (-0.44501, -3.51161, 2.50929)
C (-0.27447, -3.08932, 3.82281)
C (-0.93279, -3.04510, 0.11757)
O (-1.46722, -4.01804, -0.31985)
O (-0.23536, -2.11641, -0.60473)
H (-1.41683, 0.09420, 3.51889)
H (-1.65621, -0.65150, 1.15451)
H (-0.20745, -4.53219, 2.22733)
H (0.09641, -3.77072, 4.57776)

Summary:
HOMO energy (spin up / spin down)	-12.1 / -13.2	eV
net charge	+2
multiplicity	2
orbital gap (spin up / spin down)	6.328 / 7.430	eV
largest force on an atom	2.0	eV Å⁻¹